A structure of composition C31H50HgN3OP2, computed with wB97M-V/def2-TZVPD.

Each line ends with the Löwdin charge.
CARTESIAN COORDINATES (ANGSTROEM)
C (-1.23775, -1.55917, -1.61628)  -0.383
C (0.75936, -2.61104, -0.92318)  -0.389
C (-1.46601, -2.53429, -2.59163)  -0.075
C (0.50416, -3.67402, -1.83629)  -0.037
C (-0.58936, -3.62095, -2.68086)  -0.069
H (-2.34709, -2.43529, -3.21848)  0.103
H (1.22934, -4.48540, -1.85318)  0.110
H (-0.77688, -4.41434, -3.40557)  0.112
N (-0.14106, -1.57514, -0.86344)  -0.011
P (-2.47430, -0.10501, 0.45513)  1.061
P (2.36584, -1.03969, 0.71459)  0.995
C (-2.26710, -0.44711, -1.35556)  -0.250
H (-1.93152, 0.48138, -1.84035)  0.067
H (-3.22424, -0.71419, -1.81943)  0.079
C (1.91968, -2.54422, -0.09947)  -0.293
H (2.55182, -3.43321, -0.04871)  0.055
C (3.45112, -0.05294, -0.51314)  -0.651
C (3.36112, -1.43605, 2.26549)  -0.691
C (-3.37825, 1.55177, 0.65781)  -0.679
C (-3.56766, -1.55739, 0.98154)  -0.671
C (3.48783, 1.42607, -0.08282)  -0.107
H (4.07836, 1.58157, 0.82812)  0.061
H (3.96697, 2.00173, -0.89004)  0.091
H (2.48247, 1.83016, 0.07308)  0.033
C (4.89060, -0.59547, -0.58236)  -0.091
H (5.46567, -0.41138, 0.33488)  0.064
H (4.91475, -1.66659, -0.82791)  0.089
H (5.40895, -0.05877, -1.39395)  0.097
C (2.85177, -0.16135, -1.92828)  -0.103
H (3.36509, 0.56113, -2.58455)  0.090
H (3.00372, -1.16287, -2.35275)  0.090
H (1.78425, 0.07207, -1.93679)  0.035
C (4.03536, -0.15215, 2.78481)  -0.095
H (3.31235, 0.66788, 2.91530)  0.066
H (4.46905, -0.37149, 3.77156)  0.095
H (4.85600, 0.19187, 2.14508)  0.062
C (2.42631, -1.94412, 3.37699)  -0.125
H (1.74115, -1.16470, 3.73081)  0.043
H (1.84402, -2.81880, 3.06639)  0.078
H (3.05244, -2.24090, 4.23360)  0.096
C (4.40054, -2.52967, 1.99350)  -0.086
H (5.15784, -2.23610, 1.26023)  0.060
H (4.92407, -2.72980, 2.93999)  0.094
H (3.92883, -3.46167, 1.66192)  0.079
C (-4.02885, -1.31768, 2.43030)  -0.095
H (-4.53673, -2.23135, 2.77592)  0.100
H (-3.18932, -1.12339, 3.11271)  0.043
H (-4.76242, -0.50159, 2.49354)  0.070
C (-2.73757, -2.85379, 0.90708)  -0.094
H (-2.52725, -3.13188, -0.13415)  0.078
H (-1.79478, -2.77417, 1.46678)  0.021
H (-3.33223, -3.66637, 1.35349)  0.100
C (-4.80149, -1.75533, 0.08758)  -0.078
H (-5.36095, -2.60871, 0.50060)  0.101
H (-5.47382, -0.89130, 0.09249)  0.058
H (-4.53606, -2.00129, -0.94838)  0.080
C (-2.65760, 2.65271, -0.13625)  -0.114
H (-2.65244, 2.45488, -1.21476)  0.078
H (-3.19657, 3.59975, 0.02548)  0.096
H (-1.62425, 2.79460, 0.19578)  0.045
C (-3.34867, 1.95900, 2.14366)  -0.092
H (-2.32187, 2.01354, 2.53255)  0.052
H (-3.79905, 2.96012, 2.22637)  0.098
H (-3.93105, 1.28750, 2.78365)  0.064
C (-4.83411, 1.50469, 0.16618)  -0.087
H (-4.91119, 1.15204, -0.87278)  0.092
H (-5.48897, 0.90651, 0.81453)  0.071
H (-5.22713, 2.53424, 0.19233)  0.095
Hg (-0.01216, -0.20669, 1.25563)  0.784
C (-0.90162, -1.79459, 3.33949)  -0.024
O (-0.86599, -1.84267, 4.48394)  0.096
N (0.26634, 1.61039, -0.60067)  0.145
C (0.40278, 2.14735, -1.63818)  -0.144
C (0.55258, 2.93432, -2.80001)  -0.222
C (0.32271, 4.31799, -2.71274)  -0.018
C (0.92557, 2.34370, -4.01980)  -0.016
C (0.48941, 5.11557, -3.84639)  -0.057
H (0.01842, 4.74336, -1.75427)  0.122
C (1.10093, 3.15252, -5.14566)  -0.053
H (1.06802, 1.26196, -4.06596)  0.119
C (0.88469, 4.53534, -5.06077)  -0.052
H (0.31004, 6.19073, -3.77522)  0.115
H (1.40564, 2.69660, -6.09075)  0.116
H (1.02167, 5.16421, -5.94651)  0.117
N (0.34088, 1.83529, 2.95536)  0.004
H (1.29698, 1.91517, 3.31100)  0.028
H (-0.28911, 1.81819, 3.76058)  0.033
H (0.14703, 2.67818, 2.41040)  0.029

Calculated values
**Molecular weight**: 743.30 u
**F_max**: 0.073 Eh/bohr
**Highest occupied orbital energy**: -8.580 eV
**Orbital gap**: 5.99 eV
**Energy**: -2286.6631 Ha
**Net charge**: +1
**Energy relative to the best compared isomer or geometry (same formula, charge and spin)**: 0.0 kcal per mole

A cluster of 2 separate species, C31H51Br2N5O4S2 in total, computed with wB97M-V/def2-TZVPD.

Each line ends with the Löwdin charge.
CARTESIAN COORDINATES (ANGSTROEM)
C (2.02657, 5.76586, -0.36908)  0.050
C (1.88664, 4.64406, -1.23549)  -0.097
C (1.62052, 3.36211, -2.25072)  -0.197
C (0.38661, 2.49987, -1.56430)  -0.207
C (0.50200, 0.90853, -1.93899)  -0.148
C (-0.85872, 0.03107, -1.70442)  -0.194
C (-0.83187, -1.56158, -2.23290)  -0.160
C (-0.71228, -1.67530, -3.84242)  -0.136
C (0.62582, -2.59400, -4.24920)  -0.151
C (1.87228, -1.56722, -4.68448)  -0.203
O (3.18370, -2.29389, -4.73009)  -0.260
C (4.17122, -1.59051, -3.84782)  -0.117
C (-1.91138, -2.45347, -1.35702)  -0.355
N (-1.45022, -3.27870, -0.18487)  0.047
C (-2.88613, -3.32893, -2.35330)  -0.489
Br (-4.71424, -2.70502, -3.01073)  0.667
C (-2.48120, -4.67859, -2.91959)  -0.608
C (-3.51102, -5.50606, -3.94564)  -0.183
Br (-0.72457, -5.55379, -2.55114)  0.689
C (-2.58422, -1.09926, -0.60780)  -0.156
C (-3.91461, -1.26200, 0.29800)  -0.146
C (-3.85097, -1.46319, 1.88402)  -0.194
C (-3.97991, -0.05861, 2.78564)  -0.179
C (-5.39258, 0.74518, 2.52335)  -0.232
O (-5.39250, 1.99262, 3.35714)  -0.153
N (-1.49744, -0.04205, -0.29464)  -0.204
C (-0.30606, -0.34938, 0.54635)  -0.136
C (-0.53452, -0.97146, 2.04144)  -0.159
C (0.97930, -0.93702, 2.76062)  -0.201
C (1.40674, 0.55215, 3.29535)  -0.193
C (2.72372, 0.31768, 4.29864)  -0.203
C (4.08101, 1.07952, 3.75794)  -0.252
C (3.82518, 2.68900, 3.93988)  -0.465
S (4.73082, 3.78277, 2.71930)  0.861
C (4.80049, 3.03413, 1.00326)  -0.441
N (4.01812, 1.92583, 0.33477)  -0.012
N (4.59536, 1.86133, -0.93013)  -0.091
C (5.69381, 2.86692, -1.22706)  -0.035
O (5.78811, 3.58221, 0.05632)  -0.135
N (-1.91838, 1.15788, 0.28718)  0.102
C (-2.77200, 1.86832, -0.49886)  -0.464
S (-4.08858, 2.57719, -1.36266)  0.714
H (1.83030, 6.69943, 0.34688)  0.062
H (2.57473, 2.70829, -2.42513)  0.089
H (1.20599, 3.82345, -3.25430)  0.117
H (-0.61782, 2.97768, -1.99734)  0.121
H (0.45615, 2.59193, -0.39890)  0.111
H (0.72917, 0.86567, -3.11092)  0.118
H (1.47874, 0.43804, -1.43885)  0.136
H (-1.53785, 0.49389, -2.57214)  0.167
H (0.20024, -1.96317, -1.85224)  0.133
H (-1.67053, -1.98082, -4.43509)  0.116
H (-0.43443, -0.58398, -4.24347)  0.113
H (0.37138, -3.19312, -5.23716)  0.124
H (0.97002, -3.30578, -3.38592)  0.075
H (2.02802, -0.69119, -3.92040)  0.088
H (1.64954, -1.05085, -5.73661)  0.143
H (4.53523, -0.56839, -4.30239)  0.102
H (5.11992, -2.26902, -3.71955)  0.102
H (3.74284, -1.39909, -2.76377)  0.098
H (-2.07025, -4.14329, -0.17136)  0.098
H (-0.45382, -3.62289, -0.33240)  0.082
H (-4.58979, -5.60377, -3.46907)  0.075
H (-3.10366, -6.59287, -4.13326)  0.075
H (-3.56366, -4.96732, -5.00499)  0.096
H (-3.09306, -0.64321, -1.60206)  0.130
H (-4.61054, -0.31895, 0.06684)  0.107
H (-4.52898, -2.18579, -0.14566)  0.108
H (-3.00036, -2.18389, 2.30336)  0.109
H (-4.85387, -2.04530, 2.18597)  0.125
H (-3.11603, 0.69984, 2.58669)  0.086
H (-3.97942, -0.36026, 3.93558)  0.142
H (-5.52949, 1.12835, 1.41157)  0.099
H (-6.35655, 0.14982, 2.81726)  0.130
H (-4.41942, 2.20005, 3.54306)  0.098
H (0.54526, -0.99426, 0.06959)  0.140
H (0.20726, 0.70711, 0.78290)  0.150
H (-1.21218, -0.33900, 2.75469)  0.110
H (-0.84134, -2.09937, 2.08131)  0.091
H (0.95532, -1.64364, 3.71732)  0.127
H (1.72606, -1.36588, 1.95368)  0.113
H (1.81731, 1.20396, 2.39886)  0.095
H (0.57206, 1.13107, 3.87703)  0.094
H (2.49102, 0.57128, 5.41846)  0.112
H (2.98335, -0.84754, 4.28556)  0.102
H (4.40756, 0.76003, 2.67338)  0.091
H (4.98153, 0.79127, 4.47356)  0.113
H (4.24015, 2.97403, 5.02025)  0.114
H (2.67219, 2.94812, 3.97621)  0.083
H (6.26989, 2.97629, -2.24015)  0.137
C (0.05637, 3.13449, 5.45124)  -0.500
O (0.50360, 1.91663, 5.71852)  -0.396
H (-0.92709, 3.21485, 4.95782)  0.021
H (-0.08661, 3.81908, 6.30440)  0.035
H (0.67097, 3.76377, 4.78526)  0.018

Calculated values
**Molecular weight**: 781.72 u
**F_max**: 0.194 Eh/bohr
**Highest occupied orbital energy**: -4.877 eV
**Orbital gap**: 2.20 eV
**Energy**: -7729.8661 Ha
**Net charge**: 0
**Energy relative to the best compared isomer or geometry (same formula, charge and spin)**: 407.9 kcal per mole

A structure of composition C31H52BrN3OP2V, computed with wB97M-V/def2-TZVPD.

Each line ends with the Löwdin spin population.
CARTESIAN COORDINATES (ANGSTROEM)
N (-6.06269, 2.89952, -5.93164)  -0.001
C (-5.98873, 2.98484, -4.60212)  -0.001
C (-4.86165, 2.56679, -3.87386)  -0.004
C (-3.75822, 2.01098, -4.56907)  -0.005
C (-3.81374, 2.04353, -5.97234)  -0.001
C (-5.01079, 2.43114, -6.59312)  0.001
C (-2.60053, 1.53797, -3.76557)  -0.050
V (-0.98716, 0.29421, -3.96371)  2.039
P (3.41576, -0.23075, -2.05294)  0.369
C (-1.31706, 2.24028, -3.73014)  -0.056
C (-0.49656, 2.19511, -2.50942)  0.001
C (0.91888, 1.95776, -2.52362)  0.020
C (1.54038, 1.51698, -1.36118)  0.297
C (1.06509, 1.71506, -0.05785)  0.013
C (-0.31561, 2.02328, -0.07177)  0.022
C (-1.08829, 2.16641, -1.22971)  -0.017
Br (2.19188, 1.13240, 1.30022)  0.000
H (-2.96250, 1.03728, -2.84400)  0.004
H (-1.04326, 2.91989, -4.55998)  0.001
H (-4.85723, 2.70441, -2.79043)  0.000
H (-2.96574, 1.78082, -6.60432)  0.000
H (-6.85064, 3.41796, -4.08873)  0.000
H (-5.08806, 2.34925, -7.67849)  0.000
H (1.49159, 2.08585, -3.45466)  0.006
H (-2.17854, 2.30361, -1.13554)  0.000
H (2.22924, 0.58187, -1.41965)  0.081
H (-0.84175, 2.10454, 0.87757)  0.004
P (-1.22429, -1.17044, -2.08829)  0.007
C (4.55704, 1.15650, -1.72123)  0.020
C (6.08021, 1.05131, -1.75931)  0.011
H (4.26091, 1.45036, -0.69525)  0.001
H (4.27999, 1.98888, -2.39326)  0.000
H (6.50404, 1.98619, -1.37217)  0.002
H (6.49904, 0.24086, -1.15997)  0.000
H (6.43112, 0.94933, -2.78901)  0.000
C (2.96808, -0.98202, -3.57414)  0.060
C (3.82681, -2.17305, -4.03098)  0.029
H (2.95285, -0.21080, -4.36303)  0.000
H (1.93466, -1.34397, -3.42841)  0.009
H (3.46104, -2.53292, -5.00424)  0.004
H (4.88241, -1.89332, -4.15163)  0.000
H (3.77531, -3.01106, -3.32177)  0.000
C (3.60086, -1.45391, -0.72984)  0.042
C (4.79967, -1.32347, 0.21012)  0.008
H (3.58726, -2.45151, -1.20537)  0.004
H (2.66291, -1.32228, -0.15493)  0.012
H (4.89620, -2.25771, 0.77601)  0.001
H (5.74423, -1.17354, -0.33157)  0.000
H (4.64573, -0.52314, 0.94960)  0.000
C (-0.89837, -1.84417, -0.40352)  -0.003
C (-1.37204, -3.27692, -0.18395)  -0.002
H (-1.31301, -1.15377, 0.34797)  0.000
H (0.19293, -1.80147, -0.25829)  0.000
H (-2.45843, -3.39539, -0.22369)  0.000
H (-0.92494, -3.97943, -0.89430)  0.000
H (-1.05845, -3.61646, 0.80719)  0.000
C (-0.45002, -2.45306, -3.14445)  0.016
C (-0.25416, -1.99282, -4.58910)  0.017
H (-1.08558, -3.34587, -3.08262)  0.002
H (0.50208, -2.73097, -2.67008)  0.000
H (-1.15621, -2.19150, -5.19025)  0.002
H (0.14084, -0.96080, -4.71153)  0.019
H (0.56090, -2.57504, -5.04372)  0.000
C (-3.03003, -1.52351, -2.40434)  0.008
C (-3.92165, -1.09466, -1.24009)  0.002
H (-3.10453, -2.59538, -2.62892)  0.000
H (-3.37968, -1.01335, -3.32971)  0.000
H (-4.40424, -0.13290, -1.44948)  0.000
H (-4.74644, -1.80575, -1.11263)  0.001
H (-3.38861, -0.99176, -0.28425)  0.000
C (-0.11735, 2.99983, 2.95624)  0.000
N (-0.66513, 2.07169, 3.90680)  0.000
C (-0.08096, 2.08960, 5.22871)  0.000
C (-1.10946, 1.55249, 6.19814)  0.000
C (-1.52437, 0.16306, 5.79931)  0.000
N (-1.88241, 0.14140, 4.39773)  0.000
C (-2.64843, -0.96960, 3.91100)  0.000
C (-1.40237, 0.99772, 3.44026)  0.000
O (-1.65364, 0.79653, 2.23426)  0.001
H (-0.92750, 3.44394, 2.37100)  0.000
H (0.61018, 2.50670, 2.29292)  0.000
H (0.40471, 3.81082, 3.47593)  0.000
H (0.84292, 1.47316, 5.26440)  0.000
H (0.17504, 3.13942, 5.43593)  0.000
H (-1.97879, 2.21923, 6.18472)  0.000
H (-0.69240, 1.55440, 7.20573)  0.000
H (-2.39566, -0.17507, 6.36871)  0.000
H (-0.70366, -0.55133, 5.97578)  0.000
H (-2.03574, -1.70943, 3.37439)  0.000
H (-3.12850, -1.44672, 4.76896)  0.000
H (-3.41681, -0.63391, 3.20750)  0.000

Calculated values
**Molecular weight**: 675.57 u
**⟨S²⟩**: 3.83
**Spin multiplicity**: 4
**F_max**: 0.071 Eh/bohr
**Highest occupied orbital energy (alpha / beta)**: -12.692 / -12.692 eV
**Orbital gap (alpha / beta)**: 6.97 / 5.74 eV
**Energy**: -5651.8965 Ha
**Net charge**: +2
**Energy relative to the best compared isomer or geometry (same formula, charge and spin)**: 8.3 kcal per mole